No. 1
DFT (ωB97M-V with the def2-TZVPD basis set) results for an isolated molecule of C4H8O2.

Geometry as XYZ:
```
14
Properties=species:S:1:pos:R:3:forces:R:3:lowdin_charge:R:1
C 0.762122 0.257295 -1.232794 0.02 -0.01 -0.05 -0.013
C 0.425267 -0.037271 0.206728 -0.24 0.09 -0.24 -0.516
O 1.462482 -0.626171 0.947279 0.17 0.04 -0.02 0.013
C -0.536536 0.908052 0.898841 0.01 0.16 0.09 -0.010
C -0.929113 -0.509529 0.617694 0.20 0.01 0.24 -0.310
O -1.940985 -0.751965 -0.311230 -0.04 -0.19 -0.14 -0.001
H 1.609948 0.954888 -1.273497 -0.11 -0.10 0.00 0.088
H -0.075006 0.735875 -1.746151 0.07 -0.14 0.09 0.087
H 1.038392 -0.649302 -1.781911 -0.05 0.07 0.10 0.088
H 2.299076 -0.290408 0.607131 -0.03 0.06 0.14 0.094
H -0.371114 1.191902 1.932721 0.02 -0.08 -0.12 0.110
H -0.986953 1.671159 0.269672 0.08 -0.10 0.09 0.114
H -0.927826 -1.161181 1.490985 -0.01 0.01 -0.13 0.153
H -1.837447 -1.666348 -0.606269 -0.09 0.20 -0.05 0.103
```
Forces are in eV/Å.

Summary:
Multiplicity: 1
Orbital gap: 10.0 eV
Maximum force: 0.350 eV/Å
Structure (SMILES): C[C@@]1(O)C[C@H]1O
ΔE to the lowest compared entry with this formula, charge and spin: 176.8 kJ/mol

No. 2
DFT (ωB97M-V with the def2-TZVPD basis set) results for a structure of composition C17H36BO12PS3.

Geometry as XYZ:
```
70
Properties=species:S:1:pos:R:3:forces:R:3:lowdin_charge:R:1
C 2.893665 1.640673 -4.111326 -0.12 -0.04 0.00 -0.094
C 2.822454 0.118812 -4.183112 -0.05 -0.11 -0.11 -0.264
C 1.386262 -0.398391 -4.030763 0.13 0.18 0.00 -0.164
C 1.220748 -1.869319 -3.585894 -0.15 -0.09 -0.01 -0.277
C 2.363158 -2.804610 -4.011225 -0.01 0.05 -0.18 -0.030
C 0.859753 -2.013261 -2.093074 0.29 -0.60 0.28 -0.335
P 1.967771 -1.091088 -0.902779 -0.05 0.32 -0.07 0.518
O 2.126525 0.315750 -1.251513 -0.13 0.05 -0.14 -0.200
O 3.315878 -1.951088 -0.846014 -0.05 -0.03 -0.26 -0.090
O 1.389091 -1.381868 0.536213 0.22 -0.07 0.06 -0.086
O 1.033291 -3.445340 -1.710768 0.15 0.29 0.13 -0.182
S -0.062514 -3.908973 -0.654865 -0.25 -0.15 0.02 0.589
O 0.513018 -4.175083 0.614506 0.13 0.15 0.10 -0.215
O -0.866730 -4.904756 -1.269985 -0.07 -0.04 -0.13 -0.210
O -0.856815 -2.528341 -0.585078 0.01 0.06 -0.01 -0.174
C -0.648589 -1.887561 -1.867788 -0.18 -0.05 -0.41 -0.172
B -1.339603 -0.453582 -2.082435 0.04 0.04 0.48 -0.436
O -1.915718 -0.239350 -3.295596 0.01 -0.12 -0.05 0.182
C -1.373205 0.663295 -1.002187 0.11 0.14 -0.14 -0.128
C -0.883634 2.025653 -1.537186 0.18 0.13 -0.06 -0.097
H 3.903949 1.982979 -3.893099 0.04 0.02 -0.08 0.074
H 2.574183 2.090268 -5.052948 -0.01 0.02 -0.01 0.075
H 2.238971 2.010723 -3.323562 0.07 0.02 0.09 0.063
H 3.479070 -0.317958 -3.428845 -0.05 0.04 0.12 0.087
H 3.208542 -0.217377 -5.148817 0.12 -0.01 0.04 0.103
H 0.883653 -0.276372 -4.993063 -0.04 -0.04 -0.01 0.128
H 0.864324 0.267445 -3.341842 -0.03 -0.05 0.04 0.087
H 0.326139 -2.238865 -4.096472 0.02 -0.05 -0.04 0.136
H 3.105628 -2.965986 -3.232790 0.01 0.01 0.02 0.073
H 1.967910 -3.779288 -4.287245 0.04 -0.08 0.14 0.089
H 2.875396 -2.407406 -4.885192 -0.02 0.02 -0.02 0.081
H 3.889553 -1.743728 -1.596646 0.09 0.01 0.17 0.083
H 1.953340 -1.962867 1.067020 -0.18 -0.07 0.01 0.108
H -1.074677 -2.592673 -2.598399 -0.04 0.13 -0.10 0.148
H -1.909028 -1.006234 -3.879872 0.00 0.11 0.00 0.111
H -2.414395 0.768015 -0.675508 -0.03 -0.08 0.03 0.119
H -0.797892 0.389875 -0.116453 -0.05 0.02 0.06 0.081
H -1.448890 2.849559 -1.103906 -0.03 -0.02 0.04 0.065
H -0.962518 2.104077 -2.623126 -0.14 -0.03 -0.01 0.069
H 0.162612 2.175423 -1.272464 -0.01 -0.07 -0.01 0.051
C -2.154378 -2.784281 2.601515 -0.04 0.06 0.05 -0.215
C -3.403985 -2.699257 3.489182 0.03 -0.06 0.01 -0.209
C -3.010474 -1.934494 4.757008 -0.15 -0.13 -0.04 -0.219
S -1.676346 -0.829294 4.270831 -0.09 0.03 -0.06 0.666
O -0.472215 -1.220351 4.962208 0.06 0.03 0.03 -0.322
O -2.133359 0.536442 4.342561 0.11 0.08 0.08 -0.330
C -1.572101 -1.373352 2.570495 -0.05 -0.13 -0.12 -0.222
H -2.394259 -3.132992 1.598933 0.01 0.00 -0.01 0.106
H -1.431310 -3.479700 3.032306 0.02 0.02 -0.02 0.123
H -4.194056 -2.162573 2.960317 0.02 0.03 0.00 0.118
H -3.788401 -3.687269 3.738789 -0.02 0.00 -0.01 0.113
H -3.817025 -1.331430 5.166001 0.05 0.04 0.03 0.100
H -2.612765 -2.592584 5.527127 0.06 0.02 -0.01 0.103
H -0.535601 -1.322233 2.248218 0.03 0.06 0.02 0.091
H -2.179233 -0.692569 1.972094 0.01 0.03 0.03 0.109
C -0.569396 5.311839 3.123663 0.00 -0.04 0.02 -0.220
C 0.360258 4.506387 4.041992 0.00 -0.01 -0.03 -0.209
C 0.235297 3.031845 3.640363 0.00 0.11 0.18 -0.210
S -0.193993 3.027796 1.894991 0.09 0.10 0.18 0.656
O -1.517464 2.477425 1.732640 0.06 -0.07 -0.12 -0.316
O 0.913882 2.518986 1.127267 -0.06 -0.11 -0.07 -0.320
C -0.297139 4.807848 1.710579 -0.03 0.15 0.06 -0.228
H -0.390473 6.383363 3.203086 0.00 0.00 0.01 0.113
H -1.611720 5.124011 3.389566 0.00 0.00 -0.01 0.120
H 1.389399 4.844729 3.904152 0.00 0.00 -0.02 0.115
H 0.107493 4.643564 5.092202 0.01 0.00 0.00 0.114
H 1.160311 2.473593 3.758692 -0.02 -0.05 -0.05 0.106
H -0.569892 2.524070 4.166170 -0.08 -0.07 -0.04 0.085
H -1.080110 5.038676 0.991856 0.01 -0.07 -0.03 0.105
H 0.668379 5.150623 1.339296 0.01 -0.02 -0.01 0.108
```
Forces are in eV/Å.

Summary:
Multiplicity: 1
Orbital gap: 10.4 eV
Maximum force: 0.725 eV/Å

No. 3
DFT (ωB97M-V with the def2-TZVPD basis set) results for a structure of composition C33H20N10ORh.

Geometry as XYZ:
```
65
Properties=species:S:1:pos:R:3:forces:R:3:mulliken_spin:R:1
Rh 13.352441 14.083406 6.639446 0.99 0.50 -0.10 1.710
C 14.424599 20.441038 5.283874 0.35 0.30 0.41 0.006
C 13.057670 20.462042 5.008912 -0.41 -0.27 0.24 0.038
C 12.280476 19.347967 5.314402 -0.93 0.44 -0.08 0.023
C 12.885716 18.219195 5.863615 -0.66 -0.69 -0.47 0.057
C 12.366938 16.858591 6.104801 0.33 0.51 -0.14 0.233
N 13.422121 16.068268 6.441125 -0.64 -0.09 0.42 -0.071
C 14.571283 16.835411 6.567531 0.16 0.26 -0.03 0.267
N 15.675561 16.422634 7.181187 1.02 -1.18 0.74 -0.036
C 16.023597 15.168409 7.460993 -1.48 2.14 -1.00 0.149
C 16.928503 14.725297 8.506465 0.11 -1.26 1.29 0.018
C 17.475382 15.349907 9.633337 0.41 1.14 -0.76 0.052
C 18.014019 14.598397 10.671453 -0.05 0.20 -0.11 -0.010
C 17.936289 13.214232 10.646440 0.52 -0.44 0.41 0.033
C 17.426944 12.557331 9.529976 -0.18 -0.54 -0.60 0.007
C 16.898414 13.302159 8.471838 0.50 0.87 0.95 0.047
C 15.986590 12.926170 7.395515 -1.04 -1.03 -1.15 0.050
N 15.671806 11.687920 7.027141 0.37 0.94 0.50 0.082
C 14.559095 11.372576 6.347516 -0.29 0.00 0.18 0.217
N 13.407695 12.135747 6.337203 0.77 -0.05 0.09 -0.046
C 12.376242 11.440870 5.758990 -0.13 -0.98 0.10 0.270
N 11.089037 11.790793 5.859914 -1.83 1.30 0.00 -0.019
C 10.614801 13.018968 6.046065 1.26 -2.24 -0.29 0.112
N 11.421489 14.132717 6.056256 -0.17 0.84 0.31 -0.002
C 10.631274 15.267085 6.134270 1.16 0.98 -0.07 0.054
N 11.060874 16.511050 6.073412 -0.50 -0.82 0.20 0.028
C 9.230622 14.847019 6.291087 -0.29 -1.32 0.19 0.041
C 8.062545 15.528909 6.570350 0.59 1.41 -0.22 0.013
C 6.885857 14.820031 6.736767 -0.61 -0.03 -0.01 0.025
C 6.873238 13.429836 6.717227 -0.46 -0.42 -0.22 -0.004
C 8.043107 12.716894 6.469982 0.65 -0.24 0.02 0.041
C 9.215440 13.423428 6.248797 0.05 1.12 0.07 0.025
C 12.876610 10.138244 5.321694 0.66 1.37 0.98 0.068
C 12.276921 9.049554 4.737443 -0.87 -0.75 -0.53 0.070
C 13.049416 7.932571 4.407522 -0.89 -0.01 -0.10 0.005
C 14.402300 7.903810 4.704748 0.55 0.56 0.46 0.046
C 14.998632 8.985434 5.369001 0.73 -0.42 0.10 0.027
C 14.247843 10.104244 5.702118 -0.45 0.14 -0.60 0.062
N 15.447809 14.068120 6.842509 -0.59 -0.62 0.29 0.031
C 14.253957 18.197937 6.129545 0.34 -0.57 0.04 0.054
C 15.023685 19.330845 5.869369 1.07 0.27 0.07 0.062
H 14.995178 21.362091 5.106630 -0.07 -0.60 0.01 0.001
H 12.605705 21.373897 4.607209 0.10 -0.47 0.08 0.002
H 11.191150 19.384810 5.153943 0.65 -0.19 0.01 0.004
H 17.558101 16.447217 9.698957 -0.27 -0.62 -0.18 0.002
H 18.514452 15.119858 11.489659 -0.34 -0.23 -0.13 0.000
H 18.308324 12.642887 11.518138 -0.20 0.30 -0.77 0.002
H 17.448579 11.463554 9.471222 -0.23 0.44 0.10 0.000
H 8.073020 16.632978 6.654621 -0.03 -0.80 -0.16 0.001
H 5.952207 15.377154 6.848707 0.32 -0.27 0.18 0.001
H 5.931575 12.873537 6.855630 0.57 0.43 -0.02 0.000
H 8.091944 11.632757 6.481871 -0.24 0.09 -0.07 0.002
H 11.197909 9.065170 4.557975 0.41 -0.02 -0.10 0.005
H 12.582063 7.057959 3.928139 0.22 0.58 0.28 0.001
H 14.985917 7.024825 4.445431 0.00 0.23 0.08 0.003
H 16.054779 8.951366 5.639450 -0.25 -0.04 -0.10 0.004
H 16.102804 19.358179 6.104783 -0.73 -0.14 -0.16 0.004
N 12.771041 13.465910 11.129764 0.13 0.67 0.19 0.008
C 12.652753 13.373169 9.780904 0.34 0.27 -0.31 -0.018
N 11.732243 12.492675 9.333554 -0.06 -0.43 -0.20 0.004
O 13.355553 14.055362 9.001024 -0.21 -0.07 0.03 0.124
H 11.952147 13.243084 11.673608 0.04 -0.16 0.01 0.000
H 13.286662 14.264672 11.494645 -0.06 -0.38 -0.36 -0.002
H 11.518660 11.689738 9.909704 -0.10 0.19 -0.04 0.001
H 11.769024 12.303162 8.342398 -0.06 -0.07 0.04 0.010
```
Forces are in eV/Å.

Summary:
Multiplicity: 5
Orbital gap (spin up / spin down): 4.4 / 6.0 eV
Maximum force: 2.785 eV/Å
ΔE to the lowest compared entry with this formula, charge and spin: 0.0 kJ/mol
Charge: +1

No. 4
DFT (ωB97M-V with the def2-TZVPD basis set) results for an isolated molecule of C2H5N5.

Geometry as XYZ:
```
12
Properties=species:S:1:pos:R:3:forces:R:3:lowdin_charge:R:1
H 2.677809 -1.571403 0.150793 -0.21 -0.43 -0.14 0.032
N 2.538410 -0.579803 0.083804 0.73 0.36 0.09 0.119
C 1.353526 -0.238433 -0.149671 -0.03 -0.78 0.21 -0.555
N 0.195105 -1.044070 -0.281392 -1.30 0.06 0.07 0.152
C -0.825300 -0.250792 -0.171336 1.53 0.26 1.12 -0.454
N -2.170600 -0.487227 0.049285 0.33 -1.65 -0.56 0.108
N -0.438758 1.149660 -0.071726 -0.61 -0.29 1.60 0.022
N 0.974681 1.069330 -0.304598 -1.38 0.91 -0.23 0.025
H -2.651126 0.217007 -0.521468 -0.63 -0.94 0.56 0.098
H -2.525832 -1.525820 0.141179 1.09 3.15 -0.77 0.163
H -0.582398 1.413453 0.966381 0.00 -0.46 -1.98 0.159
H 1.454484 1.848093 0.108750 0.48 -0.19 0.03 0.131
```
Forces are in eV/Å.

Summary:
Multiplicity: 1
Orbital gap: 9.3 eV
Maximum force: 3.420 eV/Å
Structure (SMILES): [H]/N=c1\nc(N)[nH][nH]1
ΔE to the lowest compared entry with this formula, charge and spin: 151.9 kJ/mol